# 1
# C39H24F2N8O2RuS

A structure of composition C39H24F2N8O2RuS in a non-equilibrium geometry (wB97M-V/def2-TZVPD, the OMol25 dataset).

```
! RIJCOSX wB97M-V def2-TZVPD def2/J DEFGRID3
* xyz 2 5
Ru -0.82662 1.56724 0.99851
F 0.80001 2.58550 6.14345
C -0.01548 1.92421 5.32109
C 0.05708 2.17326 3.96104
C -0.78466 1.47823 3.10562
C -1.69446 0.53774 3.62721
C -1.72602 0.33923 5.00366
F -2.57546 -0.54818 5.54186
C -0.89809 1.01757 5.87242
C -2.49119 -0.20911 2.64912
C -3.53036 -1.09959 2.92215
C -4.17728 -1.73218 1.88207
C -3.79039 -1.49222 0.56678
C -2.77193 -0.59864 0.35056
N -2.15231 0.03791 1.35861
H 0.77061 2.90687 3.60942
H -0.93938 0.84091 6.93700
H -3.82128 -1.28038 3.94244
H -4.99082 -2.41334 2.09388
H -4.27145 -1.97801 -0.26921
H -2.42155 -0.35858 -0.64484
S -2.24373 8.94713 0.24319
N -0.84768 8.16568 0.43094
C -1.14163 6.87104 0.47551
C -0.17679 5.79241 0.64860
C 1.19901 5.99539 0.77674
C 2.01693 4.90079 0.93724
C 1.45150 3.63087 0.98958
N 0.14297 3.43049 0.87769
C -0.67016 4.49599 0.68823
C -2.10041 4.21255 0.51579
N -2.46610 2.90704 0.51820
C -3.76016 2.61512 0.40632
C -4.74279 3.58931 0.25889
C -4.37383 4.91372 0.22587
C -3.02260 5.23773 0.36352
C -2.51551 6.60374 0.34877
N -3.25823 7.69608 0.21008
H 1.59534 7.00146 0.74530
H 3.08734 5.00657 1.03640
H 2.04762 2.74076 1.13479
H -4.02638 1.56763 0.43267
H -5.77572 3.28848 0.16261
H -5.10127 5.70516 0.10263
C 1.75212 -5.07943 -7.04935
O 2.31342 -5.97479 -6.08119
C 2.80821 -5.48703 -4.95126
C 2.83267 -4.11842 -4.62411
C 3.36761 -3.72377 -3.42006
C 3.88815 -4.68145 -2.54115
C 3.91126 -6.04344 -2.89561
C 3.35412 -6.44548 -4.07597
N 4.50490 -4.36032 -1.34604
N 4.46606 -3.31971 -0.71427
C 3.45340 -2.46393 -0.40502
C 3.89720 -1.19937 0.00701
C 3.01938 -0.17026 0.25626
C 1.63758 -0.37464 0.14753
O 0.82751 0.59642 0.37558
C 1.14461 -1.70942 -0.17675
N -0.19651 -1.87378 -0.17368
C -0.66501 -3.08555 -0.36001
C 0.15390 -4.21719 -0.52663
C 1.50879 -4.05235 -0.55687
C 2.04594 -2.75673 -0.41744
H 1.37074 -5.71546 -7.83998
H 2.52412 -4.41869 -7.44361
H 0.93815 -4.50210 -6.61118
H 2.46145 -3.37856 -5.31583
H 3.42101 -2.67182 -3.17083
H 4.37074 -6.75323 -2.22156
H 3.34476 -7.48338 -4.37500
H 4.96468 -1.04684 0.09065
H 3.38828 0.80124 0.54899
H -1.74399 -3.19436 -0.35774
H -0.28902 -5.19833 -0.62046
H 2.15708 -4.91143 -0.65683
*
```

## Properties
LUMO energy (spin up / spin down)   -5.9 / -6.9 eV
Kohn-Sham gap (spin up / spin down)   6.14 / 6.50 eV
Expectation value of S²   6.05
HOMO (spin up / spin down)   -12.1 / -13.4 eV

---

# 2
# C39H26Br2F7N4O3S2TeTi

A structure of composition C39H26Br2F7N4O3S2TeTi in a non-equilibrium geometry (wB97M-V/def2-TZVPD, the OMol25 dataset).

```
! RIJCOSX wB97M-V def2-TZVPD def2/J DEFGRID3
* xyz 1 1
Ti -0.73741 -0.55779 -1.26372
Br -1.32516 3.39514 -3.87984
C -1.39094 3.45452 -1.99210
C -1.55435 4.67509 -1.32609
C -1.64106 4.70244 0.03766
Br -1.82862 6.37337 0.91088
C -1.57412 3.51178 0.79807
C -1.67570 3.43586 2.20303
C -1.58695 2.21816 2.81894
C -1.41489 1.06324 2.03646
N -1.31780 1.09190 0.73091
C -1.38490 2.29281 0.10636
C -1.28138 2.26049 -1.31085
O -1.12259 1.10119 -1.91467
H -1.61577 5.59183 -1.89536
H -1.82544 4.34394 2.77066
H -1.66086 2.13350 3.89409
H -1.37885 0.08371 2.50338
F 0.29444 -3.22379 3.35487
C -0.62939 -2.85518 2.46133
C -0.25043 -2.04879 1.40346
C -1.18659 -1.61612 0.47093
C -2.53735 -1.96275 0.67719
C -2.86360 -2.82949 1.72002
F -4.12443 -3.25281 1.89265
C -1.92746 -3.29436 2.62042
C -3.51432 -1.27807 -0.17975
C -4.88769 -1.23906 0.06204
C -5.70045 -0.45133 -0.73077
C -5.13008 0.28217 -1.75978
C -3.76754 0.18657 -1.94976
N -2.96850 -0.56886 -1.18898
H 0.79579 -1.78882 1.32336
H -2.20723 -3.96828 3.41762
H -5.31334 -1.80254 0.87384
H -6.76471 -0.40607 -0.54280
H -5.71921 0.92636 -2.39563
H -3.29743 0.74520 -2.74525
F 3.13312 0.65092 -2.62195
Te 2.25338 -0.69086 -1.58808
F 2.31661 -2.10668 -0.25313
F 1.41474 -2.21467 -2.41438
F 0.92458 -0.06149 -3.03835
F 3.75836 -1.63340 -2.22389
O 0.88191 0.01046 -0.58835
N -1.66967 -0.48593 -4.30320
C -1.47690 -1.73893 -3.85590
N -1.16444 -2.06425 -2.61119
C -1.00567 -3.46379 -2.48738
C -0.54537 -4.16775 -1.37901
C -0.36959 -5.53535 -1.47048
C -0.65025 -6.22569 -2.64539
C -1.10920 -5.54558 -3.75684
C -1.26750 -4.17265 -3.66321
S -1.68742 -3.06773 -4.94866
H -1.22377 0.28239 -3.81564
H -1.79194 -0.36764 -5.29423
H -0.27818 -3.64882 -0.47491
H 0.01583 -6.07492 -0.61611
H -0.48073 -7.29190 -2.70079
H -1.31704 -6.06071 -4.68481
O 3.56518 0.06137 -0.20415
S 2.81755 0.41777 1.12941
C 4.14217 0.41007 2.31799
C 3.74584 0.20243 3.63340
C 4.71040 0.11858 4.62267
C 6.05269 0.22438 4.28218
C 6.43373 0.40193 2.95862
C 5.47684 0.49856 1.96140
C 2.56593 2.19043 0.95345
C 2.01728 2.90776 2.00534
C 1.80260 4.26632 1.84688
C 2.08364 4.89072 0.63983
C 2.61842 4.15829 -0.40798
C 2.87754 2.80460 -0.24927
H 2.69276 0.09656 3.87033
H 4.41666 -0.05239 5.64895
H 6.80869 0.16630 5.05340
H 7.48109 0.45440 2.69533
H 5.75367 0.62079 0.92246
H 1.77876 2.42168 2.94375
H 1.41067 4.84975 2.66979
H 1.89663 5.95030 0.52417
H 2.85512 4.63519 -1.34946
H 3.35153 2.25396 -1.04542
*
```

## Properties
LUMO energy   -3.6 eV
Kohn-Sham gap   7.15 eV
HOMO   -10.8 eV

---

Computed ΔE to the lowest compared entry with this formula, charge and spin (kJ/mol) in order:
0.0; 426.7
Computed total energy (hartree) in order:
-2781.3823; -9707.4134
Computed M (g mol⁻¹) in order:
807.81; 1131.06